A molecular structure, C3H3AlLiO3 at a distorted geometry, computed with wB97M-V/def2-TZVPD.

Structure (XYZ):
```
11
Properties=species:S:1:pos:R:3
H -3.20688 1.59350 -0.51817
C -0.86126 0.26798 0.33838
C -0.43071 -1.10327 -0.00765
O 0.97743 -0.98226 -0.32035
C 1.32275 0.23661 -0.13475
O 0.24561 0.98972 0.28554
O 2.42558 0.72886 -0.21292
Al 3.80794 0.43736 -0.49835
H -0.97253 -1.48489 -0.88699
H -0.55885 -1.80138 0.83365
Li -2.74908 1.11778 1.12162
```

- total charge = +3
- orbital gap (alpha / beta) (eV) = 9.5 / 7.0
- energy relative to the best compared isomer or geometry (same formula, charge and spin) (kJ/mol) = 289.2
- calculated total energy (eV) = -16064.229
- LUMO energy (alpha / beta) (eV) = -14.419 / -15.918
- HOMO energy (alpha / beta) (eV) = -23.9539 / -22.9654
- multiplicity = 1

Charges computed using Mulliken, reported in e:
1. H 0.065
2. C 0.045
3. C -0.237
4. O -0.146
5. C 0.842
6. O -0.247
7. O -0.297
8. Al 1.270
9. H 0.334
10. H 0.350
11. Li 1.019